{
  "formula": "C3H6N2OS",
  "method": "ωB97M-V with the def2-TZVPD basis set",
  "species": ["C", "C", "C", "H", "H", "H", "H", "H", "H", "N", "N", "O", "S"],
  "coordinates": [[2.5609, -0.2303, 0.2684], [1.0995, 0.1220, -0.3324], [-2.3280, -0.3391, -0.1596], [2.9072, 0.6400, 0.8856], [3.3753, -0.1281, -0.6071], [2.6681, -1.2177, 0.6608], [-3.4057, -0.4636, -0.5846], [-1.1423, 0.9231, 0.0976], [-2.8223, 1.4850, 0.2023], [-1.5573, -1.3099, -0.4355], [-2.1000, 0.7575, 0.6031], [0.6217, 1.1712, -0.6158], [0.1229, -1.4102, 0.0173]],
  "total_charge": 0,
  "de_lowest_kcal_mol": 65.3,
  "homo_lumo_gap_ev": 9.61,
  "smiles": "CC(=O)S/N=C\\N",
  "e_tot_ev": -19069.3329
}